Record 1
A cluster of 2 separate species, C6H8S in total in a non-equilibrium geometry. Source: OMol25; level of theory: ωB97M-V/def2-TZVPD.

Structure (XYZ):
```
15
Properties=species:S:1:pos:R:3:forces:R:3
C -1.33082 0.34225 0.00979 1.65 1.86 1.05
C 1.94483 -0.46320 0.85006 2.39 0.51 -2.40
C -0.92822 1.41089 0.50981 -1.09 -2.99 -2.18
C -2.78247 -1.56557 -0.82528 3.39 0.42 0.13
C -1.65615 -0.74130 -0.96543 -3.79 1.62 2.02
C 2.25712 0.96011 0.48175 -1.49 1.39 1.54
S 2.65575 -1.72833 0.08567 -0.57 0.81 0.70
H 1.19496 -0.61574 1.53984 -1.56 -0.37 1.61
H -0.41688 2.36238 0.48101 -0.65 -0.30 0.67
H -3.10502 -2.02615 -1.74284 -0.33 -0.25 -0.08
H -3.12896 -2.02416 0.13910 0.30 1.04 -1.00
H -1.40047 -0.20426 -1.88174 0.03 -1.29 -0.55
H 3.01681 1.04418 -0.27243 0.09 0.20 -0.29
H 2.37633 1.73651 1.30203 1.08 -1.50 0.05
H 1.30317 1.51239 0.28865 0.55 -1.15 -1.26
```
Positions in Å, forces in eV/Å.

Its structure (SMILES) is C#CC=C.CC=S. The calculation puts the HOMO energy at -8.56 eV. As for the total energy: -17181.6488 eV. The calculation puts the energy relative to the best compared isomer or geometry (same formula, charge and spin) at 111.20 kcal per mole. The calculation puts the frontier orbital gap at 8.54 eV.

Record 2
A cluster of 2 separate species, C4H6N2O in total. Source: OMol25; level of theory: ωB97M-V/def2-TZVPD.

Structure (XYZ):
```
13
Properties=species:S:1:pos:R:3:forces:R:3
C 1.30110 1.47729 -2.19788 -0.02 0.29 0.28
O 1.08977 2.15753 -1.22593 0.19 -0.21 -0.54
C -0.40117 -0.37379 -0.19748 -0.05 -0.03 -0.13
N -0.48234 -1.67943 0.00102 -0.04 0.18 0.06
N -0.66970 -1.79442 1.32049 -0.04 -0.14 0.19
C -0.71091 -0.60361 1.96271 0.01 -0.03 -0.04
C -0.53106 0.36046 0.99949 -0.02 -0.04 0.04
H 0.96691 1.78089 -3.20858 0.04 0.05 0.08
H 1.82030 0.50102 -2.13356 -0.01 0.14 0.05
H -0.26762 -0.00157 -1.19958 -0.11 -0.12 0.17
H -0.75966 -2.71381 1.71705 0.00 0.09 0.01
H -0.86990 -0.54121 3.02942 0.06 0.00 -0.13
H -0.48571 1.43064 1.13284 -0.02 -0.16 -0.04
```
Positions in Å, forces in eV/Å.

Its structure (SMILES) is c1cn[nH]c1.C=O. The calculation puts the HOMO energy at -9.36 eV. As for the total energy: -9271.3518 eV. The calculation puts the energy relative to the best compared isomer or geometry (same formula, charge and spin) at 49.58 kcal per mole. The calculation puts the frontier orbital gap at 10.10 eV.

Record 3
A structure of composition C20H25N5O7PSY. Source: OMol25; level of theory: ωB97M-V/def2-TZVPD.

Structure (XYZ):
```
60
Properties=species:S:1:pos:R:3:forces:R:3
Y 0.50666 -1.13729 -0.22893 -0.04 0.02 -0.23
O 1.32145 -5.08008 -1.83572 0.01 0.00 0.03
C 1.41307 -3.95305 -1.40155 0.06 0.01 -0.05
O 0.56336 -3.29640 -0.68036 -0.13 -0.07 0.05
C 2.67378 -3.13515 -1.67801 -0.04 0.03 0.00
C 3.79009 -3.57414 -2.36663 0.03 -0.03 0.01
C 4.88065 -2.71718 -2.45285 0.00 0.00 0.00
C 4.84370 -1.47059 -1.83587 0.04 -0.02 0.03
C 3.68449 -1.11097 -1.17501 -0.07 0.01 -0.01
N 2.63319 -1.92246 -1.13980 0.02 0.00 0.02
C 3.46250 0.18082 -0.39710 -0.02 -0.03 0.00
O 4.36754 0.98269 -0.28116 0.00 0.01 -0.02
O 2.26265 0.26913 0.07779 0.06 0.08 0.02
H 3.78591 -4.56313 -2.80261 0.01 0.00 0.00
H 5.76958 -3.02848 -2.98651 0.00 0.00 0.00
H 5.68163 -0.78807 -1.84729 0.00 0.00 0.00
C -5.01172 1.97078 -0.53774 0.01 0.02 -0.02
C -5.13390 0.46261 -0.70453 -0.03 -0.01 0.01
N -4.01381 -0.12495 -1.42198 0.01 0.07 0.09
C -2.82671 -0.42058 -0.85338 -0.12 -0.01 -0.16
S -1.67177 -1.17835 -1.90304 0.04 0.00 0.00
N -2.72979 -0.12499 0.43054 0.04 0.02 0.03
N -1.56550 -0.49167 1.01405 -0.01 0.01 0.01
C -1.46987 -0.26394 2.28053 0.00 0.04 0.14
C -2.52456 0.41737 3.09388 -0.06 -0.01 -0.05
C -0.24300 -0.74142 2.94657 0.03 0.02 0.00
C -0.04862 -0.62858 4.31976 0.01 -0.04 0.00
C 1.12210 -1.11211 4.87861 -0.01 0.01 0.03
C 2.08122 -1.69293 4.06603 0.02 -0.01 0.01
C 1.82236 -1.76184 2.71097 -0.05 0.01 -0.02
N 0.69410 -1.30645 2.16849 0.16 -0.05 0.07
H -5.83477 2.35543 0.06710 0.00 -0.01 0.00
H -5.04288 2.47134 -1.50665 0.00 0.00 0.00
H -4.06900 2.22236 -0.05215 0.00 -0.01 -0.01
H -6.03893 0.21265 -1.25957 0.01 -0.01 -0.01
H -5.20334 -0.01943 0.27028 0.01 0.00 0.00
H -4.11062 -0.35177 -2.39543 0.02 -0.02 -0.01
H -3.22232 0.92319 2.43418 0.00 -0.01 0.00
H -2.08206 1.14326 3.77670 0.01 0.00 0.00
H -3.08376 -0.30895 3.69031 0.00 0.01 0.00
H -0.80552 -0.17839 4.94326 -0.01 0.00 -0.01
H 1.28341 -1.03320 5.94577 0.00 0.00 0.00
H 3.00873 -2.07814 4.46297 0.00 0.00 0.01
H 2.54349 -2.19336 2.02574 0.00 0.00 0.00
C -2.05639 2.45438 -2.81039 0.04 -0.05 -0.02
O -1.51423 2.41015 -1.48844 0.01 0.04 0.03
P -0.04751 1.85655 -1.12310 0.02 0.02 -0.01
O 0.71374 2.32462 -2.47070 -0.05 -0.03 0.03
C 2.10393 2.03864 -2.63618 0.00 0.01 -0.01
O 0.45400 3.00414 -0.10151 -0.03 -0.04 0.00
C 0.50921 2.73235 1.29760 -0.01 0.01 -0.01
H -2.99335 3.00065 -2.74161 -0.02 -0.01 0.01
H -2.23867 1.44324 -3.17844 0.00 0.01 0.00
H -1.37906 2.97331 -3.48492 -0.01 0.01 0.00
H 2.42098 2.54275 -3.54556 -0.01 0.01 0.01
H 2.26476 0.96465 -2.75874 0.01 -0.01 0.01
H 2.68602 2.40233 -1.79021 0.01 -0.01 0.00
H 1.26454 3.38829 1.72329 0.00 0.02 0.00
H 0.80748 1.70080 1.49002 0.01 -0.02 -0.01
H -0.45866 2.93959 1.75924 0.00 0.00 0.00
```
Positions in Å, forces in eV/Å.

The calculation puts the HOMO energy at -8.04 eV. As for the total energy: -64103.1971 eV. The calculation puts the energy relative to the best compared isomer or geometry (same formula, charge and spin) at 2.69 kcal per mole. The calculation puts the frontier orbital gap at 7.26 eV.

Record 4
A cluster of 2 separate species, C2Br2FN in total in a non-equilibrium geometry. Source: OMol25; level of theory: ωB97M-V/def2-TZVPD.

Structure (XYZ):
```
6
Properties=species:S:1:pos:R:3:forces:R:3
C 1.01392 1.58826 -0.42040 -1.30 0.02 0.35
C -0.77780 -0.57997 0.12434 0.88 0.80 2.46
N 2.13185 1.69894 -0.64975 1.45 0.14 -0.35
F -1.59608 0.22711 0.88034 0.57 -1.34 -1.45
Br 0.63642 -1.29429 1.28799 -1.03 0.47 -0.90
Br -1.40831 -1.64005 -1.22251 -0.57 -0.10 -0.11
```
Positions in Å, forces in eV/Å.

The expectation value of S² is 2.01. The calculation puts the HOMO energy (spin up / spin down) at -9.05 / -11.14 eV. As for the total energy: -146360.1556 eV. Its spin multiplicity is 3. The calculation puts the frontier orbital gap (spin up / spin down) at 9.01 / 6.78 eV.

Record 5
An isolated molecule of C4H9PS in a non-equilibrium geometry. Source: OMol25; level of theory: ωB97M-V/def2-TZVPD.

Structure (XYZ):
```
15
Properties=species:S:1:pos:R:3:forces:R:3
C 1.22817 -0.07029 -0.45493 -4.98 -1.55 0.54
C 2.41012 -0.92592 -0.35131 0.17 -0.12 0.05
C 1.25383 1.39900 -0.42277 0.07 0.20 -0.07
C -3.56008 -0.19757 -0.25097 0.31 0.15 -0.08
P -0.76028 -0.96467 -0.25157 4.24 1.33 -0.49
S -1.98135 0.72188 -0.16229 0.07 0.00 0.00
H 3.18238 -0.57154 -1.04153 0.06 -0.08 -0.02
H 2.18178 -1.96551 -0.56664 0.06 -0.11 -0.01
H 2.83307 -0.86774 0.65928 0.08 -0.04 0.00
H 2.27069 1.77939 -0.30398 0.02 0.08 0.00
H 0.83048 1.81071 -1.34458 0.03 0.08 -0.03
H 0.63091 1.78451 0.38862 0.08 0.09 0.06
H -3.75777 -0.47771 -1.28153 -0.07 -0.02 0.00
H -4.33393 0.46875 0.11560 -0.08 0.02 0.01
H -3.50978 -1.08341 0.37564 -0.06 -0.02 0.05
```
Positions in Å, forces in eV/Å.

Its structure (SMILES) is CSP=C(C)C. The calculation puts the HOMO energy (spin up / spin down) at -7.41 / -7.25 eV. As for the total energy: -24415.3541 eV. The calculation puts the energy relative to the best compared isomer or geometry (same formula, charge and spin) at 60.45 kcal per mole. The calculation puts the frontier orbital gap (spin up / spin down) at 7.11 / 7.97 eV.